{"formula": "C45H36F12NO2PtSSbTe", "method": "wB97M-V/def2-TZVPD", "species": ["Pt", "C", "C", "C", "C", "C", "N", "C", "C", "C", "C", "C", "C", "C", "C", "O", "C", "F", "F", "F", "C", "F", "F", "F", "C", "C", "C", "O", "C", "F", "F", "F", "C", "F", "F", "F", "H", "H", "H", "H", "H", "H", "H", "H", "H", "H", "H", "H", "C", "C", "C", "C", "C", "C", "C", "Sb", "C", "C", "C", "C", "C", "C", "C", "C", "C", "C", "C", "C", "C", "C", "H", "H", "H", "H", "H", "H", "H", "H", "H", "H", "H", "H", "H", "H", "H", "H", "H", "H", "H", "H", "H", "Te", "C", "C", "C", "C", "S", "H", "H", "H"], "xyz": [[1.74, -0.97, -1.01], [1.59, -7.65, 0.68], [1.20, -6.25, 0.29], [0.35, -6.01, -0.80], [0.04, -4.72, -1.17], [0.54, -3.60, -0.47], [0.23, -2.32, -0.86], [-0.97, -2.06, -1.53], [-2.17, -2.46, -0.92], [-3.40, -2.19, -1.47], [-3.51, -1.50, -2.67], [-4.85, -1.16, -3.27], [-2.33, -1.13, -3.30], [-1.06, -1.39, -2.76], [0.20, -1.03, -3.57], [1.38, -1.36, -2.98], [0.18, -1.85, -4.90], [-0.71, -1.42, -5.83], [1.37, -1.84, -5.50], [-0.14, -3.13, -4.66], [0.18, 0.50, -3.90], [1.36, 0.92, -4.35], [-0.11, 1.20, -2.80], [-0.74, 0.90, -4.82], [1.39, -3.84, 0.63], [1.69, -5.15, 0.98], [1.85, -2.63, 1.47], [2.40, -1.58, 0.80], [2.97, -3.02, 2.49], [3.50, -1.96, 3.09], [2.53, -3.85, 3.48], [3.98, -3.66, 1.87], [0.60, -2.18, 2.36], [-0.09, -1.21, 1.76], [-0.27, -3.19, 2.59], [0.95, -1.70, 3.57], [0.78, -8.36, 0.49], [2.46, -8.00, 0.11], [1.85, -7.71, 1.73], [-0.05, -6.84, -1.36], [-0.58, -4.54, -2.04], [-2.09, -3.02, 0.01], [-4.30, -2.51, -0.95], [-5.63, -1.81, -2.88], [-5.13, -0.13, -3.06], [-4.83, -1.27, -4.36], [-2.40, -0.60, -4.24], [2.32, -5.35, 1.83], [0.06, 3.97, -2.27], [-1.39, 3.88, -1.84], [-2.30, 4.71, -2.49], [-3.66, 4.68, -2.22], [-4.13, 3.78, -1.27], [-3.24, 2.96, -0.60], [-1.86, 3.00, -0.84], [-0.58, 1.57, 0.21], [0.68, 3.06, 1.16], [0.58, 4.42, 0.87], [1.42, 5.36, 1.46], [2.39, 4.93, 2.35], [2.50, 3.58, 2.65], [1.65, 2.64, 2.08], [1.76, 1.20, 2.49], [-2.01, 1.33, 1.84], [-2.67, 0.10, 1.77], [-3.58, -0.32, 2.73], [-3.87, 0.52, 3.79], [-3.27, 1.77, 3.86], [-2.34, 2.19, 2.91], [-1.78, 3.58, 3.05], [0.42, 4.99, -2.16], [0.15, 3.69, -3.32], [0.72, 3.32, -1.70], [-1.92, 5.40, -3.25], [-4.34, 5.34, -2.74], [-5.19, 3.72, -1.05], [-3.63, 2.26, 0.14], [-0.18, 4.77, 0.19], [1.31, 6.41, 1.23], [3.07, 5.65, 2.81], [3.26, 3.25, 3.35], [2.61, 1.03, 3.14], [1.87, 0.52, 1.64], [0.86, 0.89, 3.03], [-2.45, -0.56, 0.93], [-4.04, -1.30, 2.65], [-4.58, 0.22, 4.56], [-3.52, 2.44, 4.68], [-2.36, 4.15, 3.78], [-1.80, 4.11, 2.10], [-0.73, 3.57, 3.37], [3.63, 0.63, -1.81], [5.05, 0.71, -0.24], [4.97, 1.34, 0.97], [6.12, 1.18, 1.79], [7.09, 0.43, 1.18], [6.57, -0.07, -0.38], [4.10, 1.91, 1.26], [6.22, 1.58, 2.79], [8.06, 0.15, 1.56]], "lowdin_charge": [0.745, -0.078, -0.294, -0.065, -0.012, -0.236, -0.098, -0.247, -0.037, -0.059, -0.281, -0.067, 0.006, -0.068, -0.373, -0.322, -0.533, 0.123, 0.153, 0.145, -0.547, 0.117, 0.058, 0.119, -0.060, -0.001, -0.345, -0.324, -0.549, 0.151, 0.115, 0.149, -0.513, 0.094, 0.135, 0.125, 0.063, 0.069, 0.066, 0.100, 0.110, 0.119, 0.102, 0.064, 0.072, 0.070, 0.114, 0.104, -0.078, -0.315, -0.070, -0.111, -0.110, -0.124, -0.303, 1.620, -0.321, -0.150, -0.100, -0.100, -0.072, -0.317, -0.080, -0.323, -0.157, -0.094, -0.106, -0.074, -0.284, -0.050, 0.083, 0.081, 0.044, 0.106, 0.089, 0.091, 0.084, 0.080, 0.091, 0.091, 0.105, 0.084, 0.037, 0.077, 0.064, 0.097, 0.090, 0.096, 0.070, 0.068, 0.078, 0.742, -1.026, -0.260, -0.221, -0.471, 0.877, 0.065, 0.085, 0.042], "total_charge": -2, "homo_energy_ha": -0.050, "total_energy_ha": -4165.939288}

{"formula": "C20H25N4O2P2PtS", "method": "wB97M-V/def2-TZVPD", "species": ["Pt", "C", "P", "C", "C", "C", "C", "C", "C", "C", "P", "C", "C", "H", "H", "H", "H", "H", "H", "H", "H", "H", "H", "H", "H", "H", "H", "H", "H", "N", "C", "C", "C", "C", "C", "C", "S", "O", "O", "N", "C", "N", "C", "C", "C", "N", "H", "H", "H", "H", "H", "H", "H", "H", "H"], "xyz": [[0.53, -0.08, 0.13], [3.84, 0.75, -0.87], [2.87, -0.42, 0.09], [3.34, -2.09, -0.38], [3.24, -0.19, 1.86], [4.58, -0.28, 2.22], [4.96, -0.14, 3.55], [4.00, 0.09, 4.53], [2.66, 0.17, 4.18], [2.26, 0.04, 2.85], [0.49, 0.17, 2.50], [-0.39, -1.14, 3.34], [-0.12, 1.76, 3.10], [4.90, 0.46, -0.84], [3.73, 1.75, -0.46], [3.51, 0.74, -1.91], [4.38, -2.25, -0.12], [3.22, -2.21, -1.46], [2.73, -2.82, 0.14], [5.35, -0.45, 1.48], [6.00, -0.20, 3.82], [4.29, 0.19, 5.56], [1.93, 0.35, 4.96], [-0.35, -0.98, 4.42], [0.07, -2.11, 3.11], [-1.43, -1.15, 3.02], [0.04, 1.82, 4.17], [-1.19, 1.83, 2.89], [0.41, 2.57, 2.61], [-5.44, -2.71, -5.09], [-4.67, -2.22, -4.13], [-4.72, -0.82, -3.82], [-3.94, -0.34, -2.81], [-3.11, -1.23, -2.10], [-3.04, -2.60, -2.38], [-3.81, -3.10, -3.40], [-2.24, -0.58, -0.69], [-3.17, 0.23, 0.03], [-1.54, -1.67, -0.03], [-0.96, 0.29, -1.29], [-0.95, 1.70, -1.22], [0.13, 2.09, -0.53], [0.33, 3.41, -0.41], [-0.56, 4.29, -0.98], [-1.66, 3.77, -1.65], [-1.87, 2.45, -1.78], [-6.06, -2.12, -5.63], [-5.43, -3.69, -5.33], [-5.37, -0.17, -4.38], [-3.97, 0.71, -2.54], [-2.40, -3.24, -1.80], [-3.79, -4.15, -3.64], [1.21, 3.74, 0.13], [-0.41, 5.36, -0.91], [-2.40, 4.41, -2.11]], "lowdin_charge": [1.028, -0.205, 0.774, -0.207, -0.370, -0.059, -0.009, -0.009, -0.055, -0.370, 0.790, -0.200, -0.199, 0.074, 0.063, 0.067, 0.074, 0.069, 0.064, 0.120, 0.134, 0.134, 0.120, 0.076, 0.071, 0.063, 0.073, 0.071, 0.052, 0.296, -0.214, 0.067, -0.003, -0.202, 0.002, 0.072, 0.603, -0.224, -0.355, -0.193, -0.494, 0.021, -0.059, 0.013, -0.026, 0.179, 0.166, 0.165, 0.145, 0.125, 0.133, 0.145, 0.133, 0.132, 0.138], "spin_multiplicity": 5, "total_charge": 3, "homo_energy_ha": [-0.609, -0.654], "total_energy_ha": -2345.803746}

{"formula": "C28H24CuN6O3S2", "method": "wB97M-V/def2-TZVPD", "species": ["Cu", "C", "O", "C", "C", "C", "C", "C", "C", "N", "N", "C", "C", "C", "C", "O", "C", "N", "C", "C", "C", "C", "H", "H", "H", "H", "H", "H", "H", "H", "H", "H", "H", "H", "O", "N", "C", "C", "C", "C", "C", "S", "H", "H", "H", "H", "N", "C", "S", "N", "C", "C", "C", "C", "C", "C", "H", "H", "H", "H", "H", "H", "H", "H"], "xyz": [[0.16, -0.08, -0.11], [-0.51, 5.51, -6.17], [0.57, 4.73, -5.71], [1.21, 5.16, -4.58], [2.22, 4.33, -4.09], [2.91, 4.67, -2.95], [2.60, 5.84, -2.26], [1.63, 6.69, -2.77], [0.91, 6.35, -3.92], [3.36, 6.31, -1.14], [3.70, 5.56, -0.20], [3.22, 4.24, -0.05], [4.16, 3.29, 0.31], [3.90, 1.93, 0.35], [2.61, 1.42, 0.09], [2.32, 0.20, 0.06], [1.57, 2.44, -0.13], [0.31, 1.96, -0.24], [-0.70, 2.79, -0.41], [-0.51, 4.18, -0.43], [0.75, 4.69, -0.31], [1.86, 3.82, -0.19], [-0.91, 4.98, -7.03], [-0.20, 6.51, -6.47], [-1.30, 5.59, -5.41], [2.44, 3.42, -4.63], [3.67, 4.00, -2.57], [1.43, 7.62, -2.26], [0.15, 7.02, -4.28], [5.17, 3.65, 0.51], [4.69, 1.23, 0.59], [-1.68, 2.34, -0.52], [-1.37, 4.84, -0.52], [0.91, 5.76, -0.28], [-2.55, 0.31, 0.06], [-3.12, -0.87, 0.04], [-4.45, -0.91, 0.30], [-5.16, -2.08, 0.33], [-4.48, -3.28, 0.09], [-3.14, -3.23, -0.17], [-2.41, -2.02, -0.20], [-0.73, -2.04, -0.53], [-4.88, 0.06, 0.46], [-6.22, -2.05, 0.54], [-4.99, -4.23, 0.13], [-2.57, -4.13, -0.34], [-1.44, 1.24, 2.59], [-1.04, 0.00, 3.00], [0.50, -0.31, 3.53], [-2.07, -0.89, 2.96], [-2.11, -2.29, 3.10], [-1.05, -3.12, 2.76], [-1.21, -4.50, 2.86], [-2.40, -5.05, 3.30], [-3.46, -4.22, 3.63], [-3.31, -2.84, 3.54], [-0.66, 1.88, 2.53], [-1.98, 1.20, 1.72], [-2.97, -0.47, 2.79], [-0.13, -2.70, 2.39], [-0.38, -5.14, 2.58], [-2.51, -6.13, 3.37], [-4.40, -4.63, 3.97], [-4.13, -2.19, 3.80]], "lowdin_charge": [0.105, -0.101, -0.089, -0.285, 0.009, -0.016, -0.308, -0.048, -0.028, 0.041, 0.048, -0.284, -0.051, -0.021, -0.381, -0.080, -0.120, 0.064, -0.124, -0.042, -0.013, -0.112, 0.088, 0.090, 0.094, 0.120, 0.121, 0.110, 0.096, 0.106, 0.102, 0.093, 0.100, 0.106, -0.212, -0.226, -0.055, -0.088, -0.096, -0.111, -0.643, 0.713, 0.126, 0.096, 0.101, 0.099, 0.072, -0.920, 0.638, 0.064, -0.254, -0.066, -0.080, -0.111, -0.107, -0.043, 0.067, 0.056, 0.131, 0.059, 0.104, 0.092, 0.095, 0.110], "total_charge": -1, "homo_energy_ha": -0.152, "total_energy_ha": -4072.561110}